Entry 1:
Density functional theory data (ωB97M-V/def2-TZVPD) for 10 unconnected molecules or ions with the total composition C28H48O32S6 at a distorted geometry.

Atoms and positions in Å:
C1 19.752 -21.905 23.053
C2 18.320 -22.472 22.906
O1 17.788 -21.652 21.865
S1 19.029 -21.251 20.807
O2 18.662 -20.101 20.046
O3 19.629 -22.389 20.156
O4 19.896 -20.842 22.090
H1 20.545 -22.633 22.894
H2 19.973 -21.459 24.021
H3 17.641 -22.313 23.740
H4 18.320 -23.537 22.673
C3 22.312 -18.023 21.319
C4 23.606 -18.573 21.904
O5 24.059 -17.505 22.725
S2 23.630 -16.063 22.213
O6 24.703 -15.429 21.503
O7 22.995 -15.389 23.302
O8 22.622 -16.649 21.048
H5 21.601 -18.036 22.146
H6 21.981 -18.550 20.431
H7 24.359 -18.954 21.217
H8 23.235 -19.386 22.533
C5 24.698 -23.893 19.866
C6 25.227 -22.483 19.702
O9 24.985 -21.750 20.893
S3 23.933 -22.580 21.849
O10 22.590 -22.174 21.597
O11 24.437 -22.593 23.180
O12 24.291 -24.037 21.218
H9 25.497 -24.612 19.673
H10 23.916 -24.166 19.155
H11 24.660 -21.954 18.927
H12 26.264 -22.427 19.375
C7 22.785 -20.561 33.361
C8 21.414 -20.336 32.702
O13 21.459 -21.183 31.547
S4 22.969 -21.313 30.901
O14 23.229 -20.292 29.930
O15 23.339 -22.663 30.594
O16 23.668 -20.725 32.285
H13 22.747 -21.411 34.047
H14 23.195 -19.685 33.863
H15 21.390 -19.332 32.272
H16 20.552 -20.560 33.319
C9 19.403 -24.572 29.310
C10 20.051 -23.169 29.073
O17 19.582 -22.746 27.816
S5 18.429 -23.734 27.221
O18 18.645 -23.932 25.820
O19 17.135 -23.379 27.724
O20 19.150 -24.979 27.971
H17 18.446 -24.581 29.837
H18 20.073 -25.175 29.919
H19 21.128 -23.331 29.051
H20 19.791 -22.450 29.849
C11 23.353 -23.603 26.858
C12 22.405 -24.069 25.691
O21 22.009 -22.898 25.011
S6 22.550 -21.548 25.739
O22 21.624 -21.085 26.715
O23 22.988 -20.596 24.785
O24 23.788 -22.304 26.400
H21 24.333 -24.076 26.836
H22 22.908 -23.545 27.848
H23 21.449 -24.501 26.000
H24 22.915 -24.742 25.000
O25 20.141 -15.510 26.520
C13 20.841 -16.423 26.867
O26 20.517 -17.160 27.934
C14 21.564 -17.895 28.512
C15 22.715 -17.891 27.432
C16 22.152 -16.945 26.318
H25 21.206 -18.925 28.556
H26 21.855 -17.547 29.500
H27 22.860 -18.882 27.017
H28 23.629 -17.550 27.913
H29 21.920 -17.533 25.432
H30 22.845 -16.133 26.117
O27 23.198 -25.706 29.493
C17 23.295 -26.899 29.435
O28 23.748 -27.614 30.477
C18 23.963 -29.058 30.179
C19 23.943 -29.017 28.653
C20 23.044 -27.828 28.289
H31 23.038 -29.508 30.552
H32 24.800 -29.093 30.872
H33 23.561 -29.946 28.234
H34 24.973 -28.888 28.320
H35 22.004 -28.159 28.283
H36 23.282 -27.361 27.338
O29 23.362 -28.771 24.739
C21 22.806 -28.292 23.774
O30 21.959 -27.298 23.914
C22 21.321 -26.953 22.678
C23 22.050 -27.791 21.605
C24 22.698 -28.903 22.418
H37 21.473 -25.887 22.516
H38 20.268 -27.214 22.785
H39 22.765 -27.142 21.097
H40 21.444 -28.179 20.786
H41 23.730 -28.962 22.057
H42 22.283 -29.900 22.316
O31 27.456 -20.399 30.159
C25 27.575 -20.875 29.069
O32 26.461 -21.428 28.463
C26 26.731 -21.615 27.057
C27 28.243 -21.498 26.950
C28 28.663 -20.629 28.092
H43 26.343 -20.876 26.355
H44 26.460 -22.639 26.812
H45 28.573 -21.200 25.952
H46 28.667 -22.507 27.018
H47 28.528 -19.582 27.805
H48 29.680 -20.790 28.435

Cartesian forces (eV/Å) of the 6 atoms listed first:
C 0.7937 -0.0607 0.9289
C 0.2225 0.5808 -0.1047
O 0.0937 -0.4205 -2.6259
S -0.6133 -0.1477 1.6181
O 0.1691 -0.7993 0.7453
O -0.8758 0.7221 0.7145

Properties
- LUMO (eV) = -0.1
- orbital gap (eV) = 9.25
- relative energy (zero: lowest compared OMol25 entry of this formula, charge and spin) (kcal/mol) = 50.1
- structure (SMILES) = O=S1(=O)OCCO1.O=S1(=O)OCCO1.O=S1(=O)OCCO1.O=S1(=O)OCCO1.O=S1(=O)OCCO1.O=S1(=O)OCCO1.O=C1CCCO1.O=C1CCCO1.O=C1CCCO1.O=C1CCCO1
- E (hartree) = -5892.33709
- HOMO level (eV) = -9.381

---

Entry 2:
Density functional theory data (ωB97M-V/def2-TZVPD) for a molecular structure, C28H49BCrN7O8P2S3Se at a distorted geometry.

Atoms and positions in Å:
Cr1 0.280 0.316 -0.224
C1 -4.898 -3.827 -1.686
C2 -5.103 -2.325 -1.443
C3 -6.578 -2.011 -1.184
C4 -4.633 -1.583 -2.690
N1 -4.338 -1.953 -0.210
C5 -4.357 -2.805 0.902
C6 -3.487 -2.335 1.797
N2 -2.953 -1.160 1.288
B1 -1.704 -0.456 1.794
N3 -2.111 0.948 2.284
C7 -3.340 1.227 2.842
C8 -3.395 2.548 3.059
N4 -2.194 3.098 2.614
C9 -1.415 2.087 2.137
S1 0.176 2.160 1.494
C10 -2.037 4.591 2.622
C11 -2.289 5.079 4.053
C12 -0.655 5.072 2.195
C13 -3.081 5.166 1.661
N5 -0.933 -1.217 2.858
C14 -0.630 -0.726 4.122
C15 0.213 -1.585 4.702
N6 0.473 -2.620 3.799
C16 -0.250 -2.405 2.648
S2 -0.418 -3.355 1.274
C17 1.357 -3.768 4.190
C18 2.503 -3.234 5.058
C19 1.997 -4.476 2.998
C20 0.499 -4.750 4.987
C21 -3.494 -0.914 0.051
S3 -3.175 0.510 -0.817
H1 -5.257 -4.079 -2.685
H2 -5.446 -4.443 -0.971
H3 -3.837 -4.080 -1.632
H4 -7.182 -2.335 -2.035
H5 -6.712 -0.935 -1.049
H6 -6.938 -2.523 -0.288
H7 -5.194 -1.984 -3.538
H8 -3.570 -1.749 -2.871
H9 -4.811 -0.516 -2.621
H10 -4.979 -3.680 0.948
H11 -3.202 -2.723 2.760
H12 -0.919 -0.297 0.849
H13 -4.076 0.458 3.007
H14 -4.190 3.140 3.475
H15 -1.590 4.604 4.745
H16 -3.306 4.873 4.389
H17 -2.137 6.159 4.094
H18 0.133 4.636 2.807
H19 -0.638 6.157 2.320
H20 -0.446 4.836 1.152
H21 -4.098 4.946 1.989
H22 -2.946 4.749 0.660
H23 -2.967 6.251 1.605
H24 -1.042 0.196 4.498
H25 0.629 -1.555 5.692
H26 3.059 -2.462 4.523
H27 3.189 -4.055 5.269
H28 2.165 -2.838 6.016
H29 2.500 -3.766 2.341
H30 1.272 -5.028 2.411
H31 2.743 -5.172 3.392
H32 0.051 -4.262 5.857
H33 1.113 -5.584 5.336
H34 -0.299 -5.145 4.355
C22 4.192 1.847 1.568
C23 4.033 0.848 0.440
O1 5.345 0.377 0.098
P1 3.027 -0.652 0.879
O2 3.669 -2.071 0.540
O3 3.449 -0.778 2.453
O4 1.505 -0.512 1.032
P2 3.349 1.680 -1.095
O5 2.376 2.865 -0.499
O6 2.839 -0.655 -1.113
O7 2.097 0.575 -1.350
H35 4.741 1.383 2.386
H36 3.219 2.189 1.921
H37 4.768 2.709 1.218
H38 5.259 -0.346 -0.537
H39 3.402 -2.385 -0.341
H40 2.797 -0.313 3.000
H41 2.722 3.750 -0.671
Se1 0.145 -3.434 -3.132
C24 0.053 -2.014 -2.128
N7 0.003 -1.064 -1.435
C25 -1.860 3.212 -2.728
C26 -0.999 2.520 -3.790
C27 -0.563 1.262 -3.067
O8 -0.427 1.675 -1.679
C28 -1.086 2.943 -1.448
H42 -2.837 2.728 -2.672
H43 -1.997 4.278 -2.901
H44 -0.138 3.138 -4.054
H45 -1.552 2.282 -4.698
H46 0.392 0.858 -3.393
H47 -1.322 0.482 -3.115
H48 -0.317 3.691 -1.258
H49 -1.725 2.847 -0.576

Cartesian forces (eV/Å) of the 6 atoms listed first:
Cr 0.4743 0.4696 0.9202
C 0.0342 -0.0138 0.0436
C -0.1056 0.1296 0.0795
C 0.0101 0.0208 0.0103
C 0.0795 -0.0309 0.0098
N 0.0677 -0.1947 -0.0363

Properties
- LUMO (alpha / beta) (eV) = -1.1 / -0.5
- orbital gap (alpha / beta) (eV) = 5.81 / 6.38
- relative energy (zero: lowest compared OMol25 entry of this formula, charge and spin) (kcal/mol) = 150.9
- multiplicity = 2
- E (hartree) = -7429.76881
- HOMO level (alpha / beta) (eV) = -6.900 / -6.899

---

Entry 3:
Density functional theory data (ωB97M-V/def2-TZVPD) for a molecular structure, C28H49BrNP3Pd at a distorted geometry.

Atoms and positions in Å:
N1 -6.453 4.890 -4.842
C1 -6.278 5.421 -3.627
C2 -5.493 4.775 -2.660
C3 -4.775 3.589 -3.003
C4 -4.965 3.086 -4.304
C5 -5.836 3.755 -5.183
C6 -3.849 2.969 -2.040
Pd1 -0.683 0.231 0.194
P1 4.743 -0.722 0.596
C7 -2.849 2.054 -2.268
C8 -1.622 2.018 -1.440
C9 -0.436 1.362 -1.883
C10 0.823 1.679 -1.209
C11 0.940 2.840 -0.374
C12 -0.244 2.966 0.424
C13 -1.506 2.730 -0.227
Br1 2.444 4.016 -0.394
H1 -4.072 3.307 -1.027
H2 -2.878 1.605 -3.273
H3 -5.386 5.247 -1.687
H4 -4.435 2.204 -4.641
H5 -6.818 6.348 -3.397
H6 -6.031 3.345 -6.185
H7 -0.518 0.820 -2.845
H8 -2.415 3.237 0.094
H9 1.778 1.283 -1.587
H10 -0.247 3.501 1.379
P2 -0.572 -2.073 0.231
C14 4.690 1.116 0.600
C15 5.991 1.761 0.100
H11 4.494 1.414 1.643
H12 3.822 1.424 0.006
H13 5.942 2.843 0.256
H14 6.854 1.360 0.644
H15 6.164 1.593 -0.968
C16 4.150 -1.349 -1.041
C17 5.214 -2.223 -1.714
H16 3.923 -0.447 -1.630
H17 3.229 -1.924 -0.874
H18 4.983 -2.357 -2.772
H19 6.211 -1.787 -1.627
H20 5.282 -3.220 -1.266
C18 3.570 -1.294 1.892
C19 4.399 -1.978 3.001
H21 2.846 -1.997 1.437
H22 3.054 -0.385 2.250
H23 3.836 -2.765 3.513
H24 5.311 -2.443 2.602
H25 4.741 -1.267 3.765
C20 -0.428 -3.553 1.416
C21 -1.482 -4.672 1.437
H26 -0.274 -3.169 2.431
H27 0.520 -4.058 1.167
H28 -2.451 -4.354 1.831
H29 -1.657 -5.088 0.439
H30 -1.154 -5.511 2.069
C22 0.708 -2.665 -0.960
C23 0.430 -2.607 -2.441
H31 1.007 -3.682 -0.677
H32 1.553 -2.015 -0.720
H33 -0.361 -3.292 -2.738
H34 0.150 -1.615 -2.785
H35 1.331 -2.896 -2.987
C24 -2.162 -2.517 -0.627
C25 -3.260 -2.016 0.288
H36 -2.229 -3.584 -0.874
H37 -2.149 -1.986 -1.585
H38 -4.257 -2.129 -0.166
H39 -3.249 -2.523 1.274
H40 -3.073 -0.941 0.458
C26 -2.248 0.085 3.292
P3 -0.455 0.017 2.810
C27 0.165 1.492 3.652
C28 0.103 -1.075 4.198
H41 -2.746 0.779 2.598
H42 -2.339 0.432 4.335
H43 -2.712 -0.910 3.183
H44 0.002 1.355 4.730
H45 1.233 1.523 3.430
H46 -0.300 2.409 3.293
H47 -0.260 -0.600 5.127
H48 -0.232 -2.123 4.182
H49 1.200 -1.068 4.278

Cartesian forces (eV/Å) of the 6 atoms listed first:
N -0.1384 0.1111 -0.2691
C 0.3007 -1.1107 0.0659
C 0.5360 -0.3477 -0.3798
C -0.8618 0.2515 -0.6899
C -0.2851 0.6096 0.0343
C 0.3818 -0.0561 0.7985

Properties
- net charge = +2
- LUMO (alpha / beta) (eV) = -5.4 / -8.9
- orbital gap (alpha / beta) (eV) = 7.11 / 3.78
- multiplicity = 3
- E (hartree) = -4876.34051
- HOMO level (alpha / beta) (eV) = -12.520 / -12.716

---

Entry 4:
Density functional theory data (ωB97M-V/def2-TZVPD) for a molecular structure, C28H49N12O3SV at a distorted geometry.

Atoms and positions in Å:
V1 0.666 0.115 0.895
C1 3.464 -0.645 0.378
C2 3.286 -1.084 1.836
N1 1.926 -0.753 2.292
C3 1.878 -0.205 3.656
C4 2.492 1.197 3.674
N2 1.972 1.966 2.541
C5 2.953 2.694 1.760
C6 3.737 1.749 0.833
N3 2.900 0.700 0.230
H1 2.914 -1.311 -0.288
H2 4.527 -0.684 0.105
H3 4.013 -0.557 2.454
H4 3.506 -2.149 1.940
H5 1.365 -1.611 2.314
H6 2.382 -0.855 4.382
H7 0.828 -0.122 3.923
H8 3.580 1.144 3.603
H9 2.260 1.673 4.631
H10 1.233 2.578 2.850
H11 3.681 3.233 2.381
H12 2.420 3.430 1.163
H13 4.527 1.269 1.413
H14 4.227 2.351 0.065
H15 2.732 0.905 -0.748
N4 -1.215 1.532 2.736
N5 -2.246 0.945 3.502
C7 -2.378 -0.384 3.746
N6 -3.502 -0.729 4.384
N7 -1.392 -1.217 3.448
N8 -1.524 -2.507 3.835
O1 -0.507 -3.178 3.813
O2 -2.599 -2.973 4.214
H16 -1.227 2.521 2.941
H17 -1.365 1.391 1.733
H18 -3.125 1.441 3.479
H19 -4.096 -0.038 4.809
H20 -3.603 -1.710 4.602
C8 -3.832 1.040 -2.506
N9 -4.058 0.317 -1.258
C9 -5.235 -0.536 -1.169
C10 -3.095 0.211 -0.379
N10 -2.254 0.138 0.417
H21 -4.660 1.725 -2.688
H22 -3.763 0.344 -3.346
H23 -2.903 1.605 -2.442
H24 -6.129 0.053 -1.371
H25 -5.309 -0.962 -0.172
H26 -5.183 -1.349 -1.898
N11 0.882 -6.770 -2.520
C11 -0.060 -5.819 -2.419
S1 -1.280 -5.705 -3.526
C12 0.090 -4.805 -1.355
C13 1.315 -4.534 -0.745
C14 1.421 -3.447 0.101
N12 0.423 -2.604 0.367
C15 -0.774 -2.935 -0.128
C16 -0.986 -4.008 -0.968
H27 0.792 -7.441 -3.264
H28 1.527 -6.968 -1.774
H29 2.195 -5.131 -0.940
H30 2.367 -3.246 0.586
H31 -1.595 -2.286 0.154
H32 -1.968 -4.234 -1.355
C17 -1.215 -1.241 -3.186
C18 -0.007 -0.540 -2.553
C19 1.286 -1.031 -3.214
C20 -0.131 0.965 -2.657
C21 -0.301 1.524 -3.913
C22 -0.455 2.886 -4.084
C23 -0.424 3.695 -2.968
C24 -0.213 3.197 -1.685
C25 -0.054 4.277 -0.620
C26 -0.396 3.873 0.812
C27 1.380 4.822 -0.731
C28 -0.061 1.798 -1.499
O3 0.109 1.247 -0.292
H33 -1.016 -2.302 -3.329
H34 -1.445 -0.811 -4.160
H35 -2.098 -1.145 -2.550
H36 0.033 -0.792 -1.494
H37 1.238 -0.899 -4.296
H38 1.434 -2.095 -3.014
H39 2.152 -0.478 -2.845
H40 -0.307 0.879 -4.784
H41 -0.594 3.309 -5.070
H42 -0.556 4.766 -3.082
H43 -0.731 5.090 -0.895
H44 0.162 2.991 1.103
H45 -1.464 3.660 0.890
H46 -0.160 4.699 1.489
H47 2.103 4.005 -0.742
H48 1.611 5.497 0.097
H49 1.505 5.376 -1.661

Cartesian forces (eV/Å) of the 6 atoms listed first:
V 1.5849 -2.2321 1.4490
C 0.1259 0.0323 0.1332
C 0.1917 0.0735 -0.4644
N 0.0885 -1.4780 1.4853
C 0.1934 0.4542 0.2564
C -0.1596 -0.2295 -0.1968

Properties
- net charge = +1
- LUMO (alpha / beta) (eV) = -2.8 / -2.8
- orbital gap (alpha / beta) (eV) = 6.27 / 7.35
- relative energy (zero: lowest compared OMol25 entry of this formula, charge and spin) (kcal/mol) = 8.4
- multiplicity = 4
- E (hartree) = -3321.01737
- HOMO level (alpha / beta) (eV) = -9.100 / -10.194

---

Entry 5:
Density functional theory data (ωB97M-V/def2-TZVPD) for a molecular structure, C28H50BMnN5O3P2S4 at a distorted geometry.

Atoms and positions in Å:
Mn1 0.247 0.882 -0.307
C1 0.102 -1.660 -3.740
N1 1.352 -1.975 -3.061
C2 2.555 -2.254 -3.676
C3 3.439 -2.491 -2.686
N2 2.788 -2.361 -1.475
B1 3.581 -2.763 -0.166
N3 2.813 -2.333 1.110
C4 2.511 -3.166 2.171
C5 1.863 -2.438 3.103
N4 1.769 -1.151 2.600
C6 1.078 -0.034 3.225
C7 2.362 -1.103 1.388
S1 2.585 0.327 0.458
C8 1.507 -2.028 -1.708
S2 0.194 -1.723 -0.615
H1 0.221 -1.886 -4.798
H2 -0.162 -0.618 -3.604
H3 -0.704 -2.255 -3.321
H4 2.672 -2.256 -4.746
H5 4.487 -2.739 -2.729
H6 4.659 -2.202 -0.211
H7 3.672 -3.977 -0.141
H8 2.770 -4.211 2.164
H9 1.450 -2.717 4.057
H10 0.665 -0.374 4.172
H11 0.271 0.318 2.587
H12 1.769 0.792 3.392
C9 -0.958 4.656 -2.012
C10 -0.190 5.234 -0.804
C11 0.214 6.690 -1.078
C12 -1.157 5.209 0.392
P1 1.248 4.067 -0.407
N5 0.844 2.587 -0.517
C13 1.874 4.459 1.352
C14 3.254 3.797 1.501
C15 2.011 5.945 1.697
C16 0.935 3.753 2.350
C17 2.648 4.403 -1.647
C18 2.004 4.414 -3.045
C19 3.608 3.199 -1.633
C20 3.441 5.697 -1.438
H13 -2.032 4.810 -1.871
H14 -0.815 3.582 -2.096
H15 -0.666 5.130 -2.953
H16 -0.698 7.289 -1.188
H17 0.784 6.796 -2.001
H18 0.796 7.122 -0.263
H19 -2.031 5.815 0.130
H20 -0.722 5.639 1.293
H21 -1.513 4.199 0.593
H22 4.030 4.345 0.963
H23 3.238 2.766 1.156
H24 3.529 3.794 2.562
H25 2.631 6.480 0.974
H26 2.494 6.035 2.678
H27 1.047 6.451 1.761
H28 0.613 2.791 1.959
H29 0.044 4.334 2.578
H30 1.475 3.581 3.290
H31 1.386 3.524 -3.190
H32 2.802 4.408 -3.798
H33 1.394 5.298 -3.221
H34 3.050 2.270 -1.562
H35 4.322 3.233 -0.810
H36 4.176 3.184 -2.573
H37 2.807 6.585 -1.453
H38 4.167 5.796 -2.254
H39 4.001 5.691 -0.501
C21 -3.430 -2.826 0.268
P2 -2.323 -1.798 1.336
C22 -3.553 -1.286 2.626
C23 -1.575 -3.180 2.338
C24 -1.272 -3.001 3.693
C25 -0.678 -4.009 4.447
C26 -0.325 -5.213 3.852
C27 -0.567 -5.392 2.495
C28 -1.180 -4.389 1.750
H40 -2.883 -3.111 -0.634
H41 -4.268 -2.202 -0.032
H42 -3.779 -3.726 0.779
H43 -3.911 -2.139 3.205
H44 -4.382 -0.801 2.113
H45 -3.104 -0.552 3.298
H46 -1.522 -2.060 4.176
H47 -0.487 -3.851 5.504
H48 0.135 -6.002 4.437
H49 -0.281 -6.321 2.013
H50 -1.355 -4.548 0.691
O1 -3.476 0.211 -0.039
S3 -2.464 1.257 -0.101
O2 -1.379 1.070 0.940
O3 -3.009 2.596 -0.029
S4 -1.460 1.043 -1.882

Cartesian forces (eV/Å) of the 6 atoms listed first:
Mn 1.6015 -0.5370 -0.5069
C 0.1424 -0.1230 0.0491
N -0.0929 0.0971 -0.0755
C -0.2079 0.0335 -0.0061
C 0.0025 0.0184 0.3032
N 0.0996 -0.1409 -0.0774

Properties
- net charge = -1
- LUMO (alpha / beta) (eV) = 1.8 / 2.6
- orbital gap (alpha / beta) (eV) = 6.53 / 7.32
- relative energy (zero: lowest compared OMol25 entry of this formula, charge and spin) (kcal/mol) = 31.0
- multiplicity = 5
- E (hartree) = -5047.96316
- HOMO level (alpha / beta) (eV) = -4.714 / -4.771